[1]
A 2-piece molecular cluster, C4H10FN2 overall in a non-equilibrium geometry. Source: OMol25; level of theory: the ωB97M-V functional and the def2-TZVPD basis.

Structure (XYZ):
```
17
Properties=species:S:1:pos:R:3:forces:R:3
C 0.2871 -0.7941 0.0623 1.5 1.2 -0.8
C -2.0227 -0.4561 -0.0953 -4.0 -0.6 -0.6
C -0.7504 1.4820 0.1598 1.1 -0.4 -0.8
C 2.8556 0.8478 -0.0659 -2.1 1.0 0.7
N -0.6993 0.0062 -0.1177 -0.3 1.1 1.1
N 0.4345 -2.0789 -0.0438 1.5 0.1 0.2
F 3.2878 -0.3494 -0.0096 1.2 -2.0 0.1
H -2.7383 0.3083 -0.4812 0.8 -0.9 -0.5
H -2.2799 -1.4276 -0.4867 0.6 -0.3 -1.1
H -2.4591 -0.5927 0.8601 0.3 0.2 1.8
H -0.0640 1.9619 -0.5017 0.9 0.3 -0.1
H -1.6986 1.8273 -0.1824 -0.7 0.1 0.0
H -0.6046 1.7743 1.1829 0.2 -0.3 0.5
H 3.3543 1.5266 -0.7102 0.3 0.4 -0.5
H 2.0461 1.0654 0.6269 0.5 0.3 0.0
H 1.4349 -2.4343 -0.0646 -2.1 0.2 0.1
H -0.3837 -2.6666 -0.1328 0.3 -0.6 -0.1
```
Forces are in eV/Å.

Orbital gap (spin up / spin down) (eV): 11.0 / 6.0
Total charge: +1

Here are the Mulliken charges for atoms 1 to 5, given in e: atom 1 (C): 0.429, atom 2 (C): -1.144, atom 3 (C): -1.042, atom 4 (C): -0.333, atom 5 (N): -0.006

[2]
C4H10FN3 as an isolated structure in a non-equilibrium geometry. Source: OMol25; level of theory: the ωB97M-V functional and the def2-TZVPD basis.

Structure (XYZ):
```
18
Properties=species:S:1:pos:R:3:forces:R:3
C 0.8301 -0.6554 0.4145 0.2 -0.6 1.3
C -0.7071 -0.6745 -0.3464 -0.9 -0.8 3.4
C -0.9465 0.5945 0.4713 -1.0 1.2 0.9
C 0.4988 0.8628 0.6908 2.6 1.3 -1.9
H 2.5629 -1.8332 -0.4918 -2.1 2.2 0.1
H 1.4490 -0.6098 -1.6153 3.2 -1.2 4.4
H 0.9270 -1.0650 1.5464 -0.3 0.0 -2.9
H -0.4975 -0.4779 -1.3637 0.1 0.6 -0.9
H -2.8334 -1.5177 -0.5291 3.7 0.2 0.0
H -1.9452 -1.8335 0.7612 0.5 -0.3 -0.3
H -1.2004 0.6736 1.6274 -1.6 -0.8 -2.7
H 0.9091 1.3120 1.6678 -0.9 -0.7 -1.2
H 1.6483 2.2971 -0.4288 -1.8 -1.5 0.0
H -0.1793 2.2733 -0.7475 4.2 -1.9 0.9
N 2.0610 -0.8584 -0.4638 -3.1 -0.2 -3.3
N -1.7576 -1.7273 -0.2431 -2.1 0.0 0.6
N 0.7945 1.6487 -0.4957 -0.3 4.0 -1.1
F -1.6136 1.5906 -0.4541 -0.4 -1.4 2.6
```
Forces are in eV/Å.

Orbital gap (eV): 9.7

Here are the Mulliken charges for atoms 1 to 5, given in e: atom 1 (C): -0.313, atom 2 (C): -0.365, atom 3 (C): 0.389, atom 4 (C): -0.121, atom 5 (H): 0.248

[3]
One molecule with the formula C4H10FNO in a non-equilibrium geometry. Source: OMol25; level of theory: the ωB97M-V functional and the def2-TZVPD basis.

Structure (XYZ):
```
17
Properties=species:S:1:pos:R:3:forces:R:3
C 0.2431 -0.6688 1.3544 -1.8 -1.1 1.4
C 0.0434 0.7327 0.7622 0.3 -1.0 -0.8
C -0.9538 0.7956 -0.4370 -0.1 -1.0 0.7
C -0.5764 -0.0354 -1.6669 -0.4 -0.8 0.7
H 1.9212 -1.2078 0.4836 0.1 -0.4 0.1
H 0.6493 -1.7165 -0.3199 -0.2 -0.4 0.0
H 0.7228 -0.5640 2.3462 -0.2 0.1 -0.4
H -0.7562 -1.1707 1.5796 0.9 0.9 -0.3
H -0.2869 1.3747 1.5816 -0.2 0.2 -0.1
H 1.2704 2.0023 0.1374 0.4 2.1 -0.6
H -1.9566 0.4414 -0.0027 1.2 0.7 -1.0
H -1.0291 1.7830 -0.8948 -0.2 0.5 0.7
H -1.1999 0.2457 -2.4946 0.1 0.7 -0.6
H 0.4947 -0.0988 -1.9077 -0.3 0.7 0.1
N 1.0130 -1.6510 0.6204 0.8 0.9 -0.4
O 1.3643 1.1045 0.3467 -0.4 -1.3 0.5
F -0.9633 -1.3670 -1.4885 -0.1 -0.7 0.3
```
Forces are in eV/Å.

Orbital gap (eV): 10.0
SMILES: NC[C@@H](O)CCF

Here are the Mulliken charges for atoms 1 to 5, given in e: atom 1 (C): -0.777, atom 2 (C): 0.078, atom 3 (C): -0.514, atom 4 (C): -0.460, atom 5 (H): 0.311

[4]
A 2-piece molecular cluster, C4H10FP overall in a non-equilibrium geometry. Source: OMol25; level of theory: the ωB97M-V functional and the def2-TZVPD basis.

Structure (XYZ):
```
16
Properties=species:S:1:pos:R:3:forces:R:3
C 1.7101 -0.2921 -0.0357 -2.6 2.8 -1.5
C -1.6504 -1.1603 -0.0440 2.5 0.5 -1.1
C 3.0346 0.2542 -0.2371 -1.5 -1.4 0.4
C -1.9094 0.3181 0.2649 -0.1 1.1 0.6
F -1.5879 2.9359 0.2623 0.9 -1.6 -0.8
P -0.7573 1.6034 -0.4237 -1.5 1.5 0.8
H 1.6151 -1.0700 0.6636 0.2 -1.0 1.1
H 0.9737 0.6078 0.2376 1.4 -1.8 0.0
H 1.1958 -0.6598 -0.9664 0.5 0.2 0.3
H -2.4391 -1.5726 0.5347 -0.5 -1.4 0.0
H -1.7658 -1.3215 -1.2219 0.4 -0.1 2.8
H -0.5932 -1.5020 0.3977 -2.5 0.5 -1.3
H 3.2856 1.1999 -0.5371 0.2 2.1 -0.8
H 3.7733 -0.4142 -0.0242 2.4 -1.4 0.5
H -2.0283 0.5213 1.3979 0.1 -0.4 -1.8
H -2.8567 0.5517 -0.2687 0.2 0.2 0.7
```
Forces are in eV/Å.

Orbital gap (spin up / spin down) (eV): 7.4 / 8.4

Here are the Mulliken charges for atoms 1 to 5, given in e: atom 1 (C): -0.392, atom 2 (C): -0.783, atom 3 (C): -0.965, atom 4 (C): -0.561, atom 5 (F): -0.339

[5]
C4H10I2N as an isolated structure in a non-equilibrium geometry. Source: OMol25; level of theory: the ωB97M-V functional and the def2-TZVPD basis.

Structure (XYZ):
```
17
Properties=species:S:1:pos:R:3:forces:R:3
C 0.0213 -1.3337 0.5825 1.3 -0.5 0.5
C 0.0088 -0.2042 -1.5840 -1.8 -0.6 2.0
C 1.3524 0.6673 0.3392 0.9 2.2 -1.7
C -0.9665 0.8746 0.5249 -2.4 -0.4 -2.2
N 0.1588 -0.0572 -0.0724 -2.9 2.4 0.9
I -3.2605 0.1728 -0.2781 2.2 0.5 0.6
I -1.2323 1.0116 2.5874 0.4 0.1 0.0
H 0.8580 -1.9192 0.3169 1.0 -0.9 -0.6
H 0.1841 -1.1308 1.6107 -0.4 -0.2 1.1
H -0.8681 -1.8691 0.3705 -1.0 0.0 -0.2
H -0.2147 0.7450 -2.0557 0.8 0.2 -0.1
H 0.8534 -0.8263 -1.8626 -0.1 0.3 -0.6
H -0.9726 -0.7119 -1.5565 0.7 -0.3 -1.0
H 1.8552 0.3384 1.2067 0.1 -0.6 1.0
H 1.9844 0.6141 -0.5156 1.1 -0.3 -0.4
H 1.1608 1.7661 0.3757 -0.1 -0.9 0.4
H -0.9226 1.8625 0.0103 0.1 -0.9 0.5
```
Forces are in eV/Å.

Orbital gap (eV): 8.0
Total charge: +1

Here are the Mulliken charges for atoms 1 to 5, given in e: atom 1 (C): -1.049, atom 2 (C): -0.796, atom 3 (C): -0.773, atom 4 (C): -1.190, atom 5 (N): -0.028

[6]
A 2-piece molecular cluster, C4H10N overall in a non-equilibrium geometry. Source: OMol25; level of theory: the ωB97M-V functional and the def2-TZVPD basis.

Structure (XYZ):
```
15
Properties=species:S:1:pos:R:3:forces:R:3
C 1.4009 0.9446 -1.5147 -0.6 -1.8 0.1
C 0.5837 -0.3326 -1.3955 0.0 0.3 1.3
C -0.5309 -0.3901 -0.5556 -0.5 0.3 -0.9
C -1.2704 0.6565 -0.0209 -0.3 -0.5 -0.4
N -0.5104 -1.1362 2.5782 -0.4 -0.4 -0.1
H 2.2499 0.9946 -0.8253 -0.2 -0.2 0.1
H 1.8293 0.9740 -2.5148 -0.3 0.8 -0.1
H 0.7880 -1.2704 -1.8877 0.6 0.1 -0.2
H 0.3181 -1.7102 2.5035 0.0 0.2 -0.1
H -1.0074 -1.3647 -0.4718 0.2 0.0 0.2
H -2.2417 0.4235 0.4015 0.2 0.0 0.2
H -1.1251 1.7026 -0.2270 0.4 0.2 0.1
H -0.6784 -0.5939 1.7360 0.4 -0.1 0.5
H 0.6441 1.6532 -1.1972 0.6 1.0 -0.6
H -0.4497 -0.5509 3.3914 0.1 0.2 0.1
```
Forces are in eV/Å.

Orbital gap (spin up / spin down) (eV): 8.8 / 9.1
2S+1: 2

Here are the Mulliken charges for atoms 1 to 5, given in e: atom 1 (C): -0.806, atom 2 (C): -0.256, atom 3 (C): -0.038, atom 4 (C): -1.039, atom 5 (N): -0.655

[7]
An isolated ion of composition C4H10N and charge +1 in a non-equilibrium geometry. Source: OMol25; level of theory: the ωB97M-V functional and the def2-TZVPD basis.

Structure (XYZ):
```
15
Properties=species:S:1:pos:R:3:forces:R:3
C -0.8394 -1.6517 1.0258 -2.5 -0.8 0.3
C 0.0957 -0.7646 0.9171 0.0 0.7 0.3
C 0.4810 1.5994 0.2187 1.9 1.4 -0.7
C 0.2759 -0.1527 -1.4387 -1.8 1.3 0.7
N -0.2268 0.4031 -0.0137 -2.0 -2.5 -0.2
H -0.8184 -2.5474 1.6842 0.2 0.8 -0.7
H -1.7900 -1.3811 0.5087 0.5 -0.9 0.4
H 1.0015 -0.9011 1.5118 0.3 1.1 -0.8
H 0.0939 2.3141 -0.4953 0.4 0.4 -0.1
H 0.4859 2.0189 1.1916 -0.6 0.0 1.1
H 1.5016 1.3099 0.0040 0.5 0.7 -0.2
H -0.5152 -0.7222 -1.8446 -0.9 -1.0 -0.1
H 0.4696 0.6023 -2.2039 0.3 0.4 0.8
H 1.0936 -0.7665 -1.1796 1.0 -0.4 0.0
H -1.3089 0.6396 0.1138 2.7 -1.2 -0.9
```
Forces are in eV/Å.

Orbital gap (eV): 12.1
Total charge: +1
SMILES: C=C[NH+](C)C

Here are the Mulliken charges for atoms 1 to 5, given in e: atom 1 (C): -0.624, atom 2 (C): -0.121, atom 3 (C): -0.993, atom 4 (C): -0.798, atom 5 (N): -0.121

[8]
An isolated ion of composition C4H10N and charge +1 in a non-equilibrium geometry. Source: OMol25; level of theory: the ωB97M-V functional and the def2-TZVPD basis.

Structure (XYZ):
```
15
Properties=species:S:1:pos:R:3:forces:R:3
C 0.1646 -1.6108 1.0662 -0.4 -0.1 -2.1
C 0.7812 -1.0212 -0.1819 -0.7 0.2 -1.7
C 0.1351 0.3777 -0.5532 0.6 -2.6 0.8
C -1.2050 0.6373 -1.1626 0.4 -5.8 2.6
N 0.4758 1.3254 0.4832 0.3 1.9 2.0
H -0.5552 -2.3990 0.8911 -0.1 0.1 0.5
H 0.4410 -1.2931 2.0491 0.1 0.1 0.4
H 1.8271 -0.9016 0.0130 0.9 0.5 -0.1
H 0.7650 -1.6381 -1.1494 -0.4 0.5 1.7
H -1.3967 -0.3055 -1.7417 -0.1 1.4 -0.2
H -1.0943 1.4980 -1.6347 -0.4 3.8 -2.7
H -1.9898 0.6295 -0.3772 0.2 0.4 -0.3
H 0.9680 0.8338 1.2935 -0.9 0.9 -1.1
H -0.4408 1.7548 0.8264 1.6 -0.3 -0.1
H 1.1240 2.1128 0.1782 -0.9 -1.0 0.3
```
Forces are in eV/Å.

Orbital gap (spin up / spin down) (eV): 8.1 / 9.1
Total charge: +1

Here are the Mulliken charges for atoms 1 to 5, given in e: atom 1 (C): -0.749, atom 2 (C): -0.746, atom 3 (C): 0.350, atom 4 (C): -1.298, atom 5 (N): -0.303

[9]
An isolated ion of composition C4H10N and charge +1 in a non-equilibrium geometry. Source: OMol25; level of theory: the ωB97M-V functional and the def2-TZVPD basis.

Structure (XYZ):
```
15
Properties=species:S:1:pos:R:3:forces:R:3
C 0.2008 -0.7937 -0.6089 -3.5 6.4 3.3
C 1.1588 -1.8299 -0.3505 -2.3 -1.1 -2.8
C -1.2287 1.3789 -0.6901 -2.8 -1.2 1.4
C 0.1737 0.8164 1.4234 -2.9 1.0 2.4
N -0.4522 0.4926 0.1462 5.2 -7.7 -3.6
H -0.3575 -0.9251 -1.4962 -0.6 0.1 -0.9
H 0.5031 -2.7599 -0.4077 0.6 0.6 0.9
H 1.6126 -2.0398 -1.3483 0.1 0.5 0.4
H 1.8827 -1.7751 0.3606 1.6 0.1 2.3
H -1.5334 0.9344 -1.6788 0.6 0.5 1.1
H -0.6980 2.2925 -0.7526 0.2 1.1 -0.4
H -2.1741 1.4701 -0.0344 1.1 0.6 -1.4
H -0.0021 1.8961 1.7625 0.1 -1.4 -0.9
H 1.2064 0.6693 1.3989 1.6 -0.3 -0.1
H -0.2922 0.1730 2.2759 0.8 1.0 -1.6
```
Forces are in eV/Å.

Orbital gap (eV): 9.0
Total charge: +1
SMILES: CC=[N+](C)C

Here are the Mulliken charges for atoms 1 to 5, given in e: atom 1 (C): 0.106, atom 2 (C): -0.985, atom 3 (C): -0.833, atom 4 (C): -0.883, atom 5 (N): 0.128

[10]
A 2-piece molecular cluster, C4H10N overall in a non-equilibrium geometry. Source: OMol25; level of theory: the ωB97M-V functional and the def2-TZVPD basis.

Structure (XYZ):
```
15
Properties=species:S:1:pos:R:3:forces:R:3
C -2.4076 0.4926 0.5554 2.8 0.4 -2.2
C -1.9829 0.1759 -0.9573 -3.2 2.7 -0.5
C -0.5267 0.0911 -1.0818 -2.1 -1.3 3.4
C 0.1981 -0.3137 -0.0084 0.7 1.7 -6.6
N 4.1877 -0.5303 0.7850 1.2 1.3 3.0
H -1.3216 0.3342 0.9451 -0.1 0.4 0.9
H -2.9075 1.4093 0.7988 0.5 0.7 0.2
H -2.9725 -0.2993 0.8696 -1.5 -1.9 1.2
H -2.5405 -0.7603 -1.0628 0.9 -0.3 -1.1
H -2.4949 0.9263 -1.7259 1.1 -1.5 1.6
H -0.2261 0.2628 -2.1235 1.2 -0.9 0.2
H 1.3159 -0.2772 -0.2096 -0.4 0.0 3.0
H 4.0615 0.4749 1.1684 0.4 -2.3 -0.7
H 3.3215 -0.8029 0.4205 -1.5 -0.4 -0.9
H 4.2956 -1.1832 1.6265 0.0 1.4 -1.4
```
Forces are in eV/Å.

Orbital gap (eV): 3.7
Total charge: +1

Here are the Mulliken charges for atoms 1 to 5, given in e: atom 1 (C): -0.665, atom 2 (C): -0.383, atom 3 (C): 0.186, atom 4 (C): -0.309, atom 5 (N): -0.669

[11]
A 2-piece molecular cluster, C4H10N2 overall in a non-equilibrium geometry. Source: OMol25; level of theory: the ωB97M-V functional and the def2-TZVPD basis.

Structure (XYZ):
```
16
Properties=species:S:1:pos:R:3:forces:R:3
C 2.1985 -1.8859 0.8212 -0.8 0.7 0.2
C 1.3134 -0.6457 0.7089 1.1 0.2 -0.3
C 1.8930 0.5919 0.3981 -0.6 -0.2 0.3
H 1.8654 -2.4930 1.6704 -0.2 -0.3 0.0
H 3.2305 -1.5989 1.0813 0.1 0.0 -0.4
H 2.1556 -2.4922 -0.0785 0.4 -0.2 0.0
H 0.3147 -0.6570 1.1197 0.1 -0.1 0.2
H 1.4160 1.5103 0.7324 0.0 0.0 -0.2
H 2.8641 0.6896 -0.0760 0.1 -0.1 0.0
N -1.9412 1.8227 -0.9525 -0.4 -0.2 0.1
C -1.6570 0.4898 -0.9169 1.2 -0.6 -0.1
N -1.9968 -0.3671 -0.0440 -1.9 1.0 0.2
H -2.5673 2.2730 -0.3145 -0.1 -0.2 0.4
H -1.3681 2.4208 -1.4995 0.4 0.2 -0.2
H -0.9520 0.1752 -1.6889 -0.2 0.3 -0.5
H -1.8931 -1.2879 -0.4283 0.8 -0.4 0.2
```
Forces are in eV/Å.

Orbital gap (spin up / spin down) (eV): 2.6 / 7.2
2S+1: 2
Total charge: -1

Here are the Mulliken charges for atoms 1 to 5, given in e: atom 1 (C): -1.355, atom 2 (C): -0.213, atom 3 (C): -1.026, atom 4 (H): 0.357, atom 5 (H): 0.467

[12]
A 2-piece molecular cluster, C4H10N2 overall in a non-equilibrium geometry. Source: OMol25; level of theory: the ωB97M-V functional and the def2-TZVPD basis.

Structure (XYZ):
```
16
Properties=species:S:1:pos:R:3:forces:R:3
C 1.6852 1.0329 -0.5517 0.0 0.3 0.0
C 1.0549 -0.1167 1.4042 2.4 0.1 -1.6
C -1.3660 -1.3230 -0.7077 0.8 0.3 -0.5
N 1.2265 -0.1439 0.1295 0.0 -0.3 1.9
C -1.4721 -0.1777 0.2443 0.0 -1.4 2.1
N -2.0040 0.9498 0.1253 1.5 1.7 0.2
H -1.8801 1.3959 -0.7885 -1.3 -0.8 -0.4
H 1.8754 1.8898 0.1088 -0.1 0.0 -0.1
H 0.9603 1.3004 -1.3249 0.0 0.1 0.1
H 2.6097 0.7849 -1.0780 0.0 0.0 0.0
H 0.9467 -1.0558 1.9332 -0.6 -0.1 0.0
H 1.3760 0.7326 2.0217 -0.5 0.2 -0.1
H -1.0344 -0.4312 1.3008 -1.8 0.1 -1.5
H -2.0798 -2.1052 -0.4527 -0.2 0.1 0.1
H -0.3645 -1.7467 -0.6338 -0.1 -0.1 -0.1
H -1.5338 -0.9861 -1.7306 -0.1 -0.1 -0.1
```
Forces are in eV/Å.

Orbital gap (eV): 10.0
SMILES: [H]/N=C\C.C=NC

Here are the Mulliken charges for atoms 1 to 5, given in e: atom 1 (C): -0.772, atom 2 (C): -0.473, atom 3 (C): -0.908, atom 4 (N): -0.278, atom 5 (C): 0.168

In order of appearance, molar mass = 105.136, 119.143, 107.128, 108.096, 325.939, 72.131, 72.131, 72.131, 72.131, 72.131, 86.138, 86.138 g/mol.
In order of appearance, electronic energy = -367.35087, -422.34130, -388.24122, -599.47947, -808.21374, -213.07344, -212.83383, -212.75196, -212.78649, -212.61961, -267.80216, -267.82466 Ha.
In order of appearance, energy relative to the best compared isomer or geometry (same formula, charge and spin) = 423.3, 529.2, 77.0, 293.2, 120.5, 4.7, 227.2, 442.1, 351.4, 789.6, 115.1, 264.3 kJ/mol.